Formula: CHAuLiO2
Source: the OMol25 dataset
Level of theory: ωB97M-V/def2-TZVPD

Element x y z (Å)
Au (0.7183, -1.4560, 1.1345)
O (-0.9702, -0.3380, 1.0384)
O (0.6011, -0.1686, -0.4209)
C (-0.3807, 0.3889, 0.1860)
Li (1.4481, 1.0039, -1.5977)
H (-1.4166, 0.5699, -0.3403)

Forces on atoms 1 to 2 (eV/Å):
3.03 -4.62 2.29
-0.63 2.55 1.38

Results
LUMO energy (alpha / beta): -0.675 / -0.839 Eh
gap between HOMO and LUMO (alpha / beta): 11.41 / 7.53 eV
expectation value of S²: 2.011
total charge: +3
multiplicity: 3
HOMO (alpha / beta): -1.0943 / -1.1158 hartree

Formula: C3H8N2O
Source: the OMol25 dataset
Level of theory: ωB97M-V/def2-TZVPD

Element x y z (Å)
O (2.6205, 0.3226, -0.4311)
N (1.0621, 0.9171, 1.1673)
N (-1.0397, -0.2509, -0.0522)
C (-1.7987, -1.1850, 0.3387)
C (-0.8722, -0.0942, -1.5113)
C (2.3111, 0.7561, 0.6441)
H (-0.4761, -0.9746, -1.9850)
H (-2.0140, -1.3096, 1.4040)
H (-0.1907, 0.7514, -1.5537)
H (3.0683, 1.1089, 1.4404)
H (-1.8513, 0.2091, -1.8870)
H (1.0260, 1.0660, 2.1519)
H (0.1641, 0.7466, 0.6092)
H (-2.0092, -2.0637, -0.3351)

Forces on atoms 1 to 2 (eV/Å):
0.84 -0.23 -1.54
1.91 -0.32 -1.75

Results
LUMO energy (alpha / beta): -0.144 / -0.351 Eh
gap between HOMO and LUMO (alpha / beta): 10.91 / 4.83 eV
expectation value of S²: 0.759
total charge: +1
multiplicity: 2
HOMO (alpha / beta): -0.5451 / -0.5288 hartree

Formula: C7H11N
Source: the OMol25 dataset
Level of theory: ωB97M-V/def2-TZVPD

Element x y z (Å)
N (-0.0246, 0.7274, 0.3910)
C (-1.3775, 0.2581, 0.1801)
C (-0.2211, -0.5880, -1.7142)
C (1.2647, -1.1344, 1.6536)
C (1.1227, -0.6921, -0.9226)
C (-0.9499, 1.8373, 0.6782)
C (-1.3779, -0.1156, -1.1610)
C (1.1749, -0.0965, 0.5482)
H (0.5642, -2.0095, 1.6033)
H (1.9500, 0.7376, 0.8254)
H (1.0514, -0.6005, 2.5746)
H (-1.2342, 2.1386, 1.8381)
H (-0.3599, -1.0585, -2.7845)
H (2.0197, -0.2801, -1.5458)
H (2.2791, -1.3662, 1.3270)
H (-1.2878, 2.6571, -0.3450)
H (-2.2866, -0.0200, -1.8668)
H (-1.9082, -0.3921, 0.9512)
H (1.5682, -1.7107, -0.8877)

Forces on atoms 1 to 2 (eV/Å):
-2.78 1.60 2.34
1.80 2.74 4.14

Results
LUMO energy: 0.038 Eh
gap between HOMO and LUMO: 8.80 eV
HOMO: -0.2856 hartree

Formula: C5H11NO2
Source: the OMol25 dataset
Level of theory: ωB97M-V/def2-TZVPD

Element x y z (Å)
O (0.3341, 2.8213, -0.9920)
O (-1.4674, 1.4015, -1.1699)
N (0.1793, -1.1858, -1.0229)
C (-0.1847, -2.6175, -1.1947)
C (-0.0156, 1.3730, 1.7649)
C (-0.3249, 1.6598, -0.6978)
C (0.2239, 0.7616, 0.4163)
C (-0.0626, -0.7238, 0.2532)
H (-1.1926, -2.5492, -1.1725)
H (0.3212, -3.3367, -0.3779)
H (0.9829, -1.1465, -1.2077)
H (0.3649, 0.8643, 2.5883)
H (-1.1348, -0.8218, 0.5562)
H (0.3270, 2.4774, 1.7620)
H (-0.8902, 1.0971, 2.0271)
H (1.0492, 2.9774, -0.6306)
H (-0.0462, -2.9066, -2.2203)
H (0.3339, -0.9922, 1.1231)
H (1.2025, 0.8467, 0.1952)

Forces on atoms 1 to 2 (eV/Å):
-12.04 -3.01 -6.18
4.44 1.62 1.01

Results
LUMO energy: 0.024 Eh
gap between HOMO and LUMO: 9.92 eV
SMILES: CNC[C@H](C)C(=O)O
HOMO: -0.3406 hartree

Formula: C3H9NO4
Source: the OMol25 dataset
Level of theory: ωB97M-V/def2-TZVPD

Element x y z (Å)
O (-0.2677, 0.0636, -1.7443)
O (-1.3094, -0.3253, 1.1468)
O (0.2238, 1.3209, 0.0201)
O (1.7069, -0.3470, -0.7096)
N (-0.3280, -0.9783, 0.2759)
C (-2.5775, -0.2473, 0.4997)
C (0.3665, 0.0313, -0.4967)
C (2.6222, 0.2351, 0.2043)
H (2.3466, 0.0134, 1.2396)
H (0.0783, 1.8123, -0.8051)
H (3.6120, -0.1879, 0.0104)
H (0.3428, -1.2896, 0.9744)
H (-2.7783, 0.8023, 0.2646)
H (2.6878, 1.3167, 0.0488)
H (-0.7498, -0.7770, -1.7012)
H (-3.3451, -0.6033, 1.1915)
H (-2.6310, -0.8399, -0.4192)

Forces on atoms 1 to 2 (eV/Å):
0.04 -0.82 0.17
0.34 -1.07 -0.90

Results
LUMO energy: 0.031 Eh
gap between HOMO and LUMO: 10.73 eV
SMILES: CONC(O)(O)OC
HOMO: -0.3640 hartree

Formula: C32H28N7S3Ti
Source: the OMol25 dataset
Level of theory: ωB97M-V/def2-TZVPD

Element x y z (Å)
Ti (-0.6023, -0.6902, 0.2953)
S (-2.9537, 1.4946, -1.0655)
S (-0.1490, -1.1311, 2.8368)
S (-1.8864, 0.9183, -3.7813)
N (2.0279, -0.6112, 1.3692)
N (1.2539, -1.2969, 0.4441)
N (-0.5479, 0.3824, -1.6202)
N (-0.4926, 1.3690, 1.0867)
N (2.0721, 0.2384, 3.4959)
N (-0.3862, 6.3805, 2.9411)
N (-0.4343, -2.3937, -0.9066)
C (5.4524, -2.7147, 0.4442)
C (0.3879, -0.0595, -5.1312)
C (1.5732, -0.4414, -2.6192)
C (5.6067, -4.0614, 0.7501)
C (2.2597, -0.7474, -3.7825)
C (-0.4432, 3.9682, 2.0424)
C (-1.7197, 0.8981, -2.0147)
C (3.0565, -3.0037, 0.2280)
C (0.7772, -3.0563, -0.9132)
C (4.1962, -2.1917, 0.1843)
C (0.0081, -4.5278, -2.6566)
C (-1.3874, -2.7887, -1.7894)
C (-5.9455, -1.7999, 0.2529)
C (4.4862, -4.8775, 0.8007)
C (-1.4517, 1.8139, 1.9029)
C (0.2699, 0.0410, -2.6987)
C (1.6741, -0.5664, -5.0320)
C (-5.4030, -2.0168, 2.6915)
C (-0.2973, 0.2433, -3.9651)
C (3.2266, -4.3533, 0.5501)
C (0.5567, 3.5049, 1.1940)
C (0.9893, -4.1516, -1.7945)
C (-2.5074, -1.4647, 0.7631)
C (-4.9715, -2.4079, 1.2717)
C (-4.9747, -3.9367, 1.1375)
C (-3.6181, -1.8962, 1.0089)
C (1.7199, -2.4700, -0.0743)
C (-1.4712, 3.0966, 2.3985)
C (1.4311, -0.4953, 2.5132)
C (0.4885, 2.2044, 0.7394)
C (-1.2224, -3.8196, -2.6642)
C (-0.4125, 5.3042, 2.5394)
H (1.9519, -4.6443, -1.7901)
H (4.5921, -5.9263, 1.0519)
H (2.2248, -0.8166, -5.9301)
H (-0.0737, 0.0986, -6.0978)
H (3.2663, -1.1411, -3.7153)
H (-2.3184, -2.2357, -1.7493)
H (3.0771, 0.2644, 3.3974)
H (-5.9318, -0.7113, 0.3155)
H (-2.2658, 3.4250, 3.0524)
H (-5.6571, -2.0787, -0.7613)
H (2.0222, -0.5900, -1.6488)
H (2.3521, -4.9881, 0.6216)
H (-6.3969, -2.4171, 2.9114)
H (-5.4342, -0.9310, 2.7925)
H (-2.2203, 1.0921, 2.1502)
H (-4.6606, -4.2305, 0.1352)
H (-6.9629, -2.1554, 0.4404)
H (1.7432, 0.0407, 4.4261)
H (-4.6966, -2.4070, 3.4250)
H (6.3208, -2.0677, 0.4035)
H (-2.0198, -4.0882, -3.3425)
H (1.3700, 4.1512, 0.8972)
H (6.5903, -4.4677, 0.9516)
H (4.0825, -1.1424, -0.0476)
H (-4.2824, -4.3829, 1.8525)
H (1.2424, 1.8008, 0.0760)
H (-5.9775, -4.3328, 1.3225)
H (0.1683, -5.3480, -3.3458)

Forces on atoms 1 to 2 (eV/Å):
0.38 -0.94 0.21
-0.16 0.02 0.09

Results
LUMO energy (alpha / beta): 0.061 / 0.061 Eh
gap between HOMO and LUMO (alpha / beta): 4.84 / 4.80 eV
total charge: -1
HOMO (alpha / beta): -0.1166 / -0.1150 hartree